Entry 1:
The following is a DFT calculation (ωB97M-V/def2-TZVPD) of C24H52NO16S as an isolated structure at a distorted geometry.

Element x y z (Å)
S1 7.424 -24.710 50.265
O1 9.480 -25.201 46.069
O2 10.760 -27.990 52.086
O3 8.779 -24.561 50.744
O4 13.085 -25.185 49.425
O5 7.728 -28.845 47.432
O6 7.323 -30.272 52.219
O7 7.561 -24.755 48.820
O8 9.924 -29.922 48.359
O9 9.890 -26.745 47.643
O10 6.659 -23.630 50.708
O11 11.240 -30.979 50.068
O12 11.929 -23.763 48.189
O13 8.728 -30.410 50.386
O14 10.598 -28.661 54.350
O15 6.494 -28.391 45.556
O16 6.928 -25.989 50.648
N1 9.320 -27.198 49.343
C1 8.004 -30.901 51.233
C2 7.648 -23.628 45.773
C3 7.265 -28.934 52.333
C4 7.101 -29.103 43.311
C5 10.744 -32.747 51.517
C6 11.541 -26.557 45.890
C7 12.103 -29.177 48.747
C8 10.453 -27.796 53.287
C9 9.871 -26.420 53.654
C10 10.782 -24.506 50.010
C11 10.950 -29.937 54.086
C12 12.419 -22.698 46.084
C13 12.984 -23.478 47.321
C14 11.050 -29.998 48.953
C15 7.349 -29.338 44.799
C16 6.618 -28.410 53.567
C17 8.346 -24.642 46.609
C18 6.764 -28.292 46.852
C19 12.052 -24.414 49.299
C20 11.101 -30.655 55.469
C21 10.214 -26.081 46.583
C22 5.769 -27.487 47.644
C23 7.792 -32.384 51.217
C24 10.175 -31.671 50.529
H1 9.806 -27.876 48.785
H2 11.736 -28.209 48.575
H3 8.637 -27.017 48.761
H4 5.631 -29.108 53.908
H5 9.899 -26.351 49.701
H6 8.391 -32.663 52.109
H7 13.232 -22.479 45.307
H8 8.917 -27.470 50.326
H9 9.972 -30.537 55.954
H10 11.904 -30.128 56.140
H11 8.157 -22.830 45.743
H12 10.313 -30.283 53.355
H13 8.532 -29.214 44.945
H14 12.531 -29.155 49.583
H15 11.374 -31.775 55.574
H16 6.014 -26.676 47.640
H17 13.375 -24.364 46.732
H18 12.667 -29.759 47.972
H19 7.368 -28.107 43.116
H20 7.684 -25.207 47.106
H21 11.536 -27.744 45.717
H22 8.060 -32.761 50.067
H23 10.730 -26.153 54.234
H24 4.598 -27.708 47.586
H25 11.883 -21.820 46.398
H26 11.663 -23.377 45.546
H27 11.211 -32.328 52.365
H28 7.352 -28.471 54.226
H29 12.240 -26.117 46.485
H30 6.053 -29.264 43.079
H31 7.601 -23.997 44.785
H32 5.789 -27.538 48.712
H33 8.854 -26.468 54.140
H34 8.210 -28.437 52.289
H35 6.560 -28.744 51.482
H36 6.793 -32.583 51.390
H37 10.561 -23.560 50.338
H38 8.731 -24.116 47.490
H39 7.866 -29.956 42.787
H40 9.958 -24.873 49.342
H41 9.782 -25.775 52.681
H42 6.742 -23.338 46.128
H43 10.643 -25.268 50.803
H44 13.874 -23.120 47.875
H45 9.912 -33.385 51.850
H46 9.603 -30.940 51.003
H47 7.412 -30.458 44.957
H48 9.688 -32.113 49.701
H49 11.109 -33.481 50.991
H50 6.246 -27.373 53.626
H51 11.797 -26.301 45.003
H52 11.853 -29.898 53.510

2S+1 = 1
energy above the lowest of the compared OMol25 structures with the same formula, charge and spin = 628.2 kJ/mol
charge = -1

Entry 2:
The following is a DFT calculation (ωB97M-V/def2-TZVPD) of a 4-piece molecular cluster, C24H52NO17P4 overall at a distorted geometry.

Element x y z (Å)
P1 0.185 1.698 -6.794
P2 -4.292 2.955 7.086
P3 -2.273 -1.204 2.669
P4 5.152 -3.683 -1.776
O1 -2.546 -0.391 4.000
O2 -0.714 -3.455 0.614
O3 -5.539 4.009 7.041
O4 -1.100 2.228 -5.937
O5 -3.035 3.984 7.362
O6 -4.432 2.629 8.662
O7 0.518 0.297 -5.998
O8 5.663 -4.983 -0.958
O9 6.310 -3.775 -2.924
O10 4.549 -2.337 -2.041
O11 1.319 2.530 -6.317
O12 1.118 -3.396 1.841
O13 -0.642 0.941 -7.951
O14 -3.554 -0.942 1.741
O15 3.950 -4.568 -2.483
O16 -2.145 -2.628 2.921
O17 -4.031 2.703 5.632
N1 0.327 1.418 1.023
C1 1.861 -0.061 -5.673
C2 2.180 -3.578 -3.801
C3 6.129 -6.789 -2.587
C4 2.109 0.144 -4.195
C5 -0.699 0.870 1.686
C6 -1.806 3.864 6.650
C7 -0.844 -0.499 1.767
C8 -2.436 -0.375 -6.867
C9 8.447 -3.457 -1.785
C10 -3.980 3.471 9.738
C11 7.468 -2.939 -2.823
C12 2.594 -4.128 -2.455
C13 1.247 0.679 0.396
C14 -1.693 4.964 5.614
C15 -4.739 4.771 9.867
C16 0.123 -1.300 1.149
C17 -1.577 3.560 -6.159
C18 -2.376 3.667 -7.445
C19 -6.822 3.560 6.591
C20 1.169 -0.689 0.453
C21 -1.268 -0.345 -7.824
C22 5.427 -6.356 -1.323
C23 -7.539 2.747 7.653
C24 0.104 -2.821 1.175
H1 3.152 -0.050 -3.940
H2 6.051 -7.871 -2.696
H3 1.902 -1.303 -0.056
H4 -0.792 4.840 5.008
H5 1.858 1.162 -3.893
H6 -8.550 2.499 7.329
H7 -3.178 2.930 -7.463
H8 -4.142 2.882 10.642
H9 -3.133 0.436 -7.075
H10 -7.596 3.301 8.590
H11 -7.399 4.452 6.353
H12 7.169 -1.912 -2.595
H13 -1.653 5.940 6.100
H14 1.983 -4.997 -2.201
H15 1.477 -0.527 -3.607
H16 0.358 2.431 0.994
H17 -1.711 2.880 6.191
H18 -3.460 -1.592 1.025
H19 1.170 -3.165 -3.756
H20 -4.464 5.262 10.802
H21 2.205 -4.359 -4.561
H22 2.576 0.502 -6.270
H23 5.685 -6.331 -3.470
H24 -3.192 0.306 3.784
H25 -2.209 3.812 -5.307
H26 2.056 1.165 -0.132
H27 4.362 -6.570 -1.362
H28 -2.109 -0.274 -5.833
H29 -7.007 1.815 7.862
H30 -0.534 -1.111 -7.586
H31 1.751 -2.710 2.094
H32 2.865 -2.796 -4.128
H33 -2.964 -1.325 -6.963
H34 1.985 -1.117 -5.927
H35 -5.814 4.599 9.864
H36 -0.737 4.260 -6.166
H37 -1.632 -0.580 -8.826
H38 -1.745 3.480 -8.316
H39 9.362 -2.865 -1.793
H40 7.183 -6.513 -2.565
H41 2.441 -3.383 -1.672
H42 -2.562 4.973 4.956
H43 -1.409 1.528 2.171
H44 -6.713 2.981 5.670
H45 -4.509 5.452 9.050
H46 8.700 -4.499 -1.979
H47 -2.908 3.637 9.678
H48 5.819 -6.940 -0.488
H49 7.937 -2.934 -3.806
H50 -0.999 3.960 7.381
H51 8.017 -3.411 -0.781
H52 -2.810 4.663 -7.544

2S+1 = 1
charge = +1

Entry 3:
The following is a DFT calculation (ωB97M-V/def2-TZVPD) of C24H53BCaCl3F4KNO15P as an isolated structure at a distorted geometry.

Element x y z (Å)
Ca1 1.925 0.301 -4.150
K1 1.639 3.953 0.284
Cl1 6.364 1.992 -10.635
Cl2 3.833 4.079 -9.777
Cl3 -4.011 -7.913 10.843
P1 2.074 3.710 -4.257
F1 -0.998 0.111 2.526
F2 1.041 -0.285 0.401
F3 -0.501 1.506 4.097
F4 -0.210 2.074 2.036
O1 1.676 2.253 -4.120
O2 5.492 1.532 -0.220
O3 -3.064 5.327 -5.887
O4 -2.862 -6.862 7.824
O5 2.284 4.047 -5.778
O6 -3.309 -6.664 10.999
O7 3.763 1.593 -1.833
O8 -2.781 2.953 2.370
O9 -4.379 -8.422 12.146
O10 -3.659 -3.472 2.841
O11 0.932 4.693 -3.895
O12 -6.636 1.289 5.853
O13 -3.190 0.970 3.384
O14 -5.207 -7.712 10.054
O15 -3.159 -8.884 10.185
N1 -2.287 -8.618 6.489
C1 1.515 -0.622 -2.193
C2 -2.467 -9.302 5.233
C3 4.911 0.237 -0.368
C4 -4.595 1.178 3.485
C5 2.895 3.068 -6.643
C6 4.978 3.886 -1.398
C7 4.951 2.416 -11.635
C8 1.837 2.193 -7.320
C9 -2.999 -4.371 4.958
C10 -1.354 -9.150 7.474
C11 0.156 3.302 -1.965
C12 -2.960 -7.488 6.796
C13 3.527 0.478 -0.973
C14 3.687 4.400 -2.034
C15 3.615 3.830 -3.442
C16 -2.295 4.875 -4.937
C17 4.504 3.837 -11.416
C18 -2.431 1.903 2.821
C19 -5.310 0.874 2.184
C20 -2.517 -1.962 4.277
C21 -0.976 1.377 2.860
C22 -3.107 -3.305 3.907
C23 0.444 4.682 -2.529
C24 2.911 -0.766 -1.560
B1 4.541 2.455 -0.777
H1 0.760 -0.989 -1.484
H2 3.716 4.089 -12.124
H3 5.554 -0.338 -1.054
H4 -3.463 -5.294 4.623
H5 -6.393 0.952 2.308
H6 -3.009 -1.600 5.184
H7 2.001 1.124 -7.101
H8 -4.905 0.479 4.259
H9 2.862 4.063 -1.412
H10 3.998 2.803 -3.395
H11 1.086 5.257 -1.869
H12 1.256 0.459 -2.374
H13 -6.611 0.561 6.513
H14 -0.899 -10.053 7.071
H15 -4.792 2.203 3.820
H16 2.788 -1.436 -0.702
H17 1.851 2.301 -8.406
H18 -1.527 -9.356 4.675
H19 -1.794 3.836 -5.122
H20 -2.829 -10.321 5.390
H21 5.324 4.540 -11.536
H22 -1.951 -4.561 5.194
H23 -2.680 -1.259 3.469
H24 -0.517 5.213 -2.518
H25 0.844 2.449 -6.926
H26 -6.408 2.152 6.257
H27 3.682 2.710 0.138
H28 3.719 5.502 -2.077
H29 -5.008 1.570 1.403
H30 -1.392 5.517 -4.671
H31 4.843 -0.281 0.599
H32 3.650 2.470 -6.114
H33 -5.069 -0.136 1.854
H34 -0.305 2.705 -2.760
H35 4.157 1.713 -11.400
H36 5.340 4.548 -0.601
H37 3.462 3.651 -7.373
H38 -0.575 -8.417 7.692
H39 1.437 -1.202 -3.136
H40 -3.497 -4.037 5.870
H41 -1.872 -9.369 8.406
H42 4.290 4.391 -4.105
H43 -3.198 -8.766 4.629
H44 5.240 2.285 -12.677
H45 3.600 -1.189 -2.313
H46 -2.785 4.705 -3.916
H47 1.033 2.758 -1.630
H48 -0.589 3.401 -1.191
H49 -7.494 1.322 5.381
H50 2.862 0.776 -0.147
H51 -1.448 -2.045 4.472
H52 5.784 3.832 -2.142
H53 -3.651 -7.165 5.989

2S+1 = 1
energy above the lowest of the compared OMol25 structures with the same formula, charge and spin = 0.0 kJ/mol

no.,highest occupied orbital energy (eV)
1,-3.99
2,-11.98
3,-5.16